Computed, not measured: one molecule with the formula C6H10 at a distorted geometry, with the ωB97M-V functional and the def2-TZVPD basis.

Properties
LUMO level = 0.29 eV
Maximum force = 2.7 eV/Å
Energy = -6381.1542 eV
Orbital gap = 7.53 eV
SMILES = C=CC=C(C)C
2S+1 = 1
HOMO level = -7.24 eV

Last column: Mulliken charge in e.
Positions of all 16 atoms, in Å:
C  -0.119  1.914  -2.223  -0.8936
C  0.335  1.055  -1.294  0.1610
C  -0.390  0.598  -0.146  -0.4870
C  -0.025  -0.429  0.701  0.5360
C  0.228  -1.763  0.055  -1.1273
C  -0.098  -0.294  2.193  -1.1130
H  -1.077  2.367  -1.991  0.2516
H  0.499  2.200  -3.056  0.2805
H  1.343  0.683  -1.482  0.2784
H  -1.439  0.916  -0.128  0.2343
H  -0.702  -2.283  -0.162  0.2511
H  0.812  -2.438  0.697  0.3320
H  0.859  -1.778  -0.838  0.3624
H  -1.120  -0.119  2.540  0.2909
H  0.581  0.525  2.414  0.3033
H  0.314  -1.155  2.720  0.3395


Computed, not measured: one molecule with the formula C6H10 at a distorted geometry, with the ωB97M-V functional and the def2-TZVPD basis.

Properties
LUMO level = 0.46 eV
Maximum force = 2.0 eV/Å
Energy = -6380.9073 eV
Orbital gap = 8.29 eV
SMILES = C=C/C(C)=C/C
2S+1 = 1
HOMO level = -7.83 eV

Last column: Mulliken charge in e.
Positions of all 16 atoms, in Å:
C  -1.757  -1.276  -1.275  -0.6183
C  -1.541  -0.056  -0.734  -0.5230
C  -0.226  0.322  -0.102  0.6690
C  -0.488  1.344  1.000  -1.3244
C  0.960  -0.194  -0.407  -0.1430
C  2.139  -0.268  0.548  -1.2220
H  -1.107  -1.733  -2.013  0.2659
H  -2.563  -1.947  -0.985  0.2198
H  -2.218  0.794  -0.771  0.3244
H  -0.687  2.255  0.442  0.3698
H  0.470  1.515  1.494  0.3811
H  -1.230  0.997  1.710  0.3469
H  1.016  -0.801  -1.306  0.2759
H  2.765  -1.147  0.402  0.3364
H  1.634  -0.374  1.508  0.3680
H  2.834  0.569  0.488  0.2735


Question: Which value of HOMO level does entry 2 give?
Answer: -7.83 eV


Question: Which formula does entry 1 have?
Answer: C6H10


Question: Among the records above, which one has the lowest HOMO level?
Answer: number 2